Record 1
An isolated ion of composition C9H23N3P and charge +1 at a distorted geometry. Source: OMol25; level of theory: ωB97M-V/def2-TZVPD.

The geometry in ORCA input format:
```
! wB97M-V def2-TZVPD RIJCOSX def2/J DEFGRID3
* xyz 1 1
H 2.124 -1.517 -1.001
H 1.826 1.396 -1.561
H -0.796 -3.366 0.040
H 3.278 0.495 1.665
N 3.379 0.476 -0.284
H -1.622 -1.706 1.485
H 2.023 1.486 1.145
H -3.064 2.389 1.059
P -1.009 -0.395 -0.395
H -0.848 3.063 -0.357
H -2.467 -3.786 0.588
N -1.212 -0.189 -2.090
C -3.016 1.528 0.450
H -3.083 -1.515 0.700
C -1.501 1.160 0.663
H -2.176 -0.012 -2.224
H -3.661 0.716 0.811
C -1.970 -1.651 0.507
C -1.886 -3.078 -0.025
H 4.163 1.137 -0.321
H -2.195 -3.129 -1.039
H -3.151 1.837 -0.555
C 1.500 -0.720 -1.245
H 0.772 -0.204 1.850
H 0.846 -0.731 -2.066
C 2.520 0.603 0.920
C 1.399 -0.513 1.032
N 0.636 -0.529 -0.120
C -0.544 2.298 0.334
H 1.868 -1.477 1.140
H 0.335 1.968 -0.165
H -0.168 2.791 1.177
H 3.053 0.216 -2.314
H 3.808 -0.410 -0.119
H -1.584 0.910 1.798
C 2.423 0.456 -1.482
*
```

Its electronic energy is -23456.7503 eV. Its orbital gap is 7.98 eV. The value obtained for the energy above the lowest of the compared OMol25 structures with the same formula, charge and spin is 59.3 kJ/mol. Its LUMO energy is -3.29 eV. The value obtained for the maximum force is 5.45 eV/A. The HOMO energy is -11.263 eV.

Atomic partial charges in e from the natural (NBO) method, atoms 1 to 5: 0.170, 0.255, 0.191, 0.216, -0.494


Record 2
C9H24AgFNP2 as an isolated structure at a distorted geometry. Source: OMol25; level of theory: ωB97M-V/def2-TZVPD.

The geometry in ORCA input format:
```
! wB97M-V def2-TZVPD RIJCOSX def2/J DEFGRID3
* xyz 2 2
H -4.382 -2.807 0.152
C 0.094 3.576 0.911
F -2.470 -2.109 -1.713
H 4.083 -3.571 1.880
H -0.099 3.834 1.981
H -3.617 -1.788 1.492
H 0.991 2.910 0.855
H -2.037 3.523 0.270
H 1.529 -0.950 1.099
H -1.793 -2.699 0.076
H 0.182 -2.461 -0.724
H 1.032 0.554 -0.556
C -2.404 -1.862 -0.356
H -4.357 -1.013 0.071
H -1.431 2.055 1.215
C 2.297 -2.947 0.642
H 2.810 -2.590 2.797
C 1.847 -1.520 0.188
H 3.872 -1.795 1.597
C -1.637 -0.549 0.014
H 1.415 -3.551 0.968
Ag 2.130 5.003 -1.961
H 2.691 -0.997 -0.338
P -0.151 -0.133 -1.040
H 1.304 2.804 -1.583
H -2.394 0.281 -0.120
H -0.221 -0.291 -2.460
P -0.985 1.964 -1.275
H 2.778 -3.526 -0.181
H -1.349 -0.476 1.093
C 3.335 -2.752 1.823
H 0.416 2.856 -3.198
H 0.278 4.519 0.347
H 0.149 4.167 -1.886
N 0.725 -1.607 -0.778
C 0.332 3.065 -2.108
C -3.769 -1.915 0.392
C -1.193 2.799 0.417
*
```

Its electronic energy is -36485.9883 eV. Its orbital gap (alpha / beta) is 5.94 / 5.66 eV. As for the expectation value of S²: 0.755. Its LUMO energy (alpha / beta) is -9.28 / -9.50 eV. The value obtained for the maximum force is 4.56 eV/A. The HOMO energy (alpha / beta) is -15.218 / -15.161 eV.

Atomic partial charges in e from the natural (NBO) method, atoms 1 to 5: 0.268, -0.615, -0.343, 0.243, 0.272


Record 3
C9H24AuN4S3 as an isolated structure at a distorted geometry. Source: OMol25; level of theory: ωB97M-V/def2-TZVPD.

The geometry in ORCA input format:
```
! wB97M-V def2-TZVPD RIJCOSX def2/J DEFGRID3
* xyz 3 3
H -4.465 0.675 -0.787
N -4.335 0.700 0.216
H 2.185 -0.055 3.793
C 0.464 -1.551 -2.449
H 0.833 3.438 -1.169
C 2.823 -1.571 2.442
H 2.401 0.157 -3.247
H 3.657 -0.993 2.021
S 1.992 1.758 0.180
H 0.675 3.708 0.589
H 1.678 -0.810 -0.931
H -1.658 1.483 3.474
C -3.203 1.217 0.733
C -2.172 -2.416 -0.156
Au -0.572 0.541 -0.561
H -1.290 2.065 1.938
C 1.368 3.426 -0.212
N -2.993 1.092 2.051
C 1.815 0.615 -2.430
C 0.224 -2.699 -1.473
H -3.558 0.472 2.622
H 1.122 -1.859 -3.283
H -2.696 -2.177 0.776
C 2.031 -1.065 3.395
N -1.673 1.280 2.481
H 3.061 2.332 -1.885
H 1.205 -1.643 3.822
H 3.608 0.755 -1.231
S -2.134 2.204 -0.181
H 1.176 -3.207 -1.253
H -5.086 0.340 0.807
H 2.213 4.126 -0.224
N 1.073 -0.433 -1.667
H -2.320 -3.477 -0.391
H 2.682 -2.589 2.056
S -0.408 -2.107 0.154
C 2.727 1.374 -1.462
H -2.541 -1.773 -0.963
H -0.491 -3.439 -1.855
H 1.066 1.291 -2.873
H -0.485 -1.183 -2.870
*
```

Its electronic energy is -51849.1680 eV. Its orbital gap (alpha / beta) is 8.43 / 3.82 eV. As for the expectation value of S²: 2.017. Its LUMO energy (alpha / beta) is -9.52 / -14.11 eV. The value obtained for the maximum force is 2.75 eV/A. The HOMO energy (alpha / beta) is -17.946 / -17.936 eV.

Atomic partial charges in e from the natural (NBO) method, atoms 1 to 5: 0.443, -0.750, 0.207, -0.243, 0.261


Record 4
C9H24B2Br8Na3O3 as an isolated structure at a distorted geometry. Source: OMol25; level of theory: ωB97M-V/def2-TZVPD.

The geometry in ORCA input format:
```
! wB97M-V def2-TZVPD RIJCOSX def2/J DEFGRID3
* xyz -1 1
Na -4.580 -0.341 1.818
Br 5.690 2.746 -2.475
B -4.843 3.856 3.233
O -4.640 -3.302 7.512
H -1.020 8.116 -3.358
C 5.769 1.419 0.081
Br -0.917 9.250 -1.103
H -5.572 3.681 2.458
H 0.541 -6.790 0.114
C -0.824 6.403 -2.075
O -5.744 -1.723 6.647
H -0.865 0.686 0.956
H 2.221 -9.212 -1.024
B -0.334 0.226 1.775
Br -0.390 5.241 -3.606
Br 7.727 0.866 0.020
H 0.149 -0.700 1.504
C -0.049 -2.261 -4.142
C 0.810 -7.844 0.033
O -4.569 -3.017 5.405
H 1.586 -7.940 -2.001
H 4.361 3.084 -0.364
H 0.343 0.930 2.233
H 0.043 -1.233 -3.792
Na -0.848 3.562 5.530
H -1.847 6.196 -1.764
C -0.463 7.865 -2.455
H -3.944 4.217 2.758
H 5.953 3.633 -0.115
Br -0.815 -8.832 -0.427
C 5.397 2.797 -0.540
H 1.477 -2.250 -5.693
Br 0.041 -4.400 -6.097
C 0.423 -2.508 -5.596
H -1.027 0.026 2.577
H 0.605 7.902 -2.666
H -0.162 6.107 -1.260
Br 3.531 -6.963 -0.591
H 1.043 -8.192 1.039
C 1.909 -8.169 -0.985
H 5.435 1.221 1.100
H -4.675 3.003 3.874
H -0.200 -1.876 -6.230
H 5.204 0.626 -0.408
Na -0.181 -2.485 5.236
C -5.067 -2.708 6.521
H 0.598 -2.807 -3.456
Br -2.042 -2.766 -4.033
H -5.237 4.661 3.834
*
```

Its electronic energy is -590797.0375 eV. Its orbital gap is 2.02 eV. The value obtained for the energy above the lowest of the compared OMol25 structures with the same formula, charge and spin is 1007.5 kJ/mol. Its LUMO energy is -0.11 eV. The value obtained for the maximum force is 5.20 eV/A. The HOMO energy is -2.129 eV.

Atomic partial charges in e from the natural (NBO) method, atoms 1 to 5: 0.986, -0.009, -0.865, -0.691, 0.220


Record 5
C9H24BiN4S3 as an isolated structure at a distorted geometry. Source: OMol25; level of theory: ωB97M-V/def2-TZVPD.

The geometry in ORCA input format:
```
! wB97M-V def2-TZVPD RIJCOSX def2/J DEFGRID3
* xyz 3 1
C -1.020 -2.663 -1.934
H 1.404 -1.314 2.926
N 2.114 0.564 2.788
H 3.914 1.947 0.518
C -0.282 -1.473 -2.550
H 0.433 4.340 -0.296
C -3.639 -0.241 1.438
S -0.892 -2.747 -0.075
H 0.546 -4.700 -0.113
S 2.728 -0.371 0.210
N 3.512 1.795 1.428
C 0.644 3.298 -0.011
H 1.420 2.888 -0.676
H -1.802 -0.226 -1.906
H 1.147 -3.497 1.059
H -0.430 0.945 -3.628
H 0.801 1.130 -2.325
H 0.441 -0.231 3.702
C 2.658 0.766 1.554
H -2.102 -2.631 -2.162
C -0.281 1.031 -2.539
H 0.810 -1.549 -2.385
Bi 0.200 -0.213 0.262
H -3.810 -1.167 0.874
S -0.943 2.355 -0.108
H 0.997 3.293 1.031
H 3.884 2.317 2.218
H -0.619 -3.614 -2.319
H -3.814 0.683 0.874
H -2.144 2.136 -2.195
N -0.768 -0.224 -1.910
N 1.010 -0.368 2.850
C 0.745 -3.629 0.044
H -0.483 -1.394 -3.632
H -2.563 -1.165 3.019
H -0.695 3.164 -2.376
H 1.477 -3.275 -0.698
C -2.961 -0.239 2.579
H 1.991 1.382 3.407
C -1.065 2.212 -1.962
H -2.567 0.689 3.018
*
```

Its electronic energy is -53998.8647 eV. Its orbital gap is 7.12 eV. The value obtained for the energy above the lowest of the compared OMol25 structures with the same formula, charge and spin is 0.0 kJ/mol. Its LUMO energy is -11.38 eV. The value obtained for the maximum force is 2.89 eV/A. The HOMO energy is -18.493 eV.

Atomic partial charges in e from the natural (NBO) method, atoms 1 to 5: -0.530, 0.409, -0.404, 0.450, -0.251